# C23H37N5O3

An isolated molecule of C23H37N5O3 (ωB97M-V with the def2-TZVPD basis set, OMol25).

Geometry as XYZ:
```
68
Properties=species:S:1:pos:R:3:lowdin_charge:R:1
O -0.19721 -2.57760 0.94013 0.06
C -0.47371 -1.40404 0.76790 -0.38
C 0.46484 -0.33114 1.02923 -0.05
C 1.73472 -0.68399 1.45711 -0.03
N 2.67489 0.18103 1.76435 0.05
C 4.02811 -0.12612 2.11736 -0.15
C 5.03594 0.73331 1.30706 -0.18
N 5.22695 0.44857 -0.07911 -0.18
C 5.90940 -0.77217 -0.45396 -0.17
C 4.95436 -1.88007 -0.93144 -0.21
N 4.08030 -1.41985 -1.99526 -0.07
C 3.33117 -0.25467 -1.55907 -0.20
C 4.24294 0.87784 -1.05225 -0.16
C 0.11633 1.04814 0.82698 -0.35
O 0.89924 1.97684 1.03972 0.04
N -1.16045 1.29393 0.36180 0.12
C -1.53391 2.69813 0.13685 -0.26
C -2.68861 3.13849 1.03483 -0.14
C -2.93447 4.63208 0.84276 -0.20
C -3.24493 4.93594 -0.61972 -0.21
C -2.09991 4.47326 -1.51541 -0.20
C -1.85145 2.97920 -1.33078 -0.14
C -2.09413 0.30902 0.09660 -0.39
O -3.20198 0.58861 -0.30804 0.09
N -1.71998 -1.00460 0.30972 0.12
C -2.73777 -2.02670 0.01940 -0.26
C -2.29032 -2.96831 -1.09742 -0.14
C -3.42442 -3.93400 -1.42745 -0.20
C -3.82656 -4.72580 -0.18695 -0.21
C -4.25000 -3.78155 0.93402 -0.20
C -3.11806 -2.81581 1.27115 -0.14
H 1.94993 -1.74346 1.55190 0.15
H 2.39423 1.16245 1.65194 0.12
H 4.21278 -1.19118 1.96041 0.12
H 4.18663 0.10071 3.17876 0.12
H 6.00943 0.63258 1.79854 0.12
H 4.72467 1.77900 1.39313 0.12
H 6.51110 -1.11913 0.38734 0.12
H 6.59020 -0.52881 -1.28303 0.12
H 5.52827 -2.73541 -1.29438 0.11
H 4.31372 -2.21830 -0.11198 0.10
H 4.64062 -1.17756 -2.80882 0.11
H 2.72975 0.10774 -2.39538 0.12
H 2.65143 -0.58706 -0.77021 0.09
H 3.64139 1.68285 -0.62947 0.11
H 4.79524 1.28018 -1.91474 0.12
H -0.63920 3.26560 0.41559 0.14
H -3.58708 2.58100 0.77107 0.11
H -2.44218 2.92612 2.07803 0.12
H -3.76601 4.94991 1.47462 0.11
H -2.04664 5.19041 1.15005 0.11
H -4.15995 4.41518 -0.90851 0.12
H -3.41009 6.00747 -0.75038 0.11
H -2.33781 4.67788 -2.56103 0.11
H -1.19287 5.02803 -1.26252 0.11
H -2.73970 2.41979 -1.62363 0.11
H -1.01521 2.65382 -1.95463 0.12
H -3.61484 -1.46819 -0.32282 0.14
H -1.41367 -3.52760 -0.77101 0.11
H -2.01987 -2.38492 -1.98075 0.12
H -3.10563 -4.61575 -2.21832 0.11
H -4.28617 -3.37175 -1.79535 0.11
H -2.97703 -5.32398 0.14861 0.12
H -4.64510 -5.40702 -0.42899 0.11
H -4.51939 -4.35469 1.82340 0.11
H -5.13016 -3.21525 0.61986 0.11
H -2.25116 -3.37381 1.62489 0.11
H -3.43089 -2.12482 2.05771 0.12
```

As for the structure (SMILES): O=C1C(=CNCCN2CCNCC2)C(=O)N(C2CCCCC2)C(=O)N1C1CCCCC1. The value obtained for the HOMO energy is -7.931 eV. The HOMO-LUMO gap is 8.375 eV. The LUMO energy is 0.44 eV. The energy above the lowest of the compared OMol25 structures with the same formula, charge and spin comes out at 0.00 kJ/mol.